Entry 1:
DFT (wB97M-V/def2-TZVPD) results for a gas-phase ion, C4H7N2 (charge +1).

Computed properties:
* spin multiplicity: 1
* HOMO level: -14.4 eV
* charge: +1
* HOMO-LUMO gap: 5.87 eV

Atoms and positions in Å:
C  0.491  -1.140  1.115
C  -0.173  -0.077  0.188
C  -0.892  -0.171  -1.340
N  0.338  -0.665  -1.197
C  0.372  1.483  0.091
N  -0.764  1.055  0.792
H  0.160  -0.934  2.130
H  1.569  -1.085  0.967
H  0.120  -2.104  0.773
H  -1.714  -0.884  -1.477
H  -1.062  0.804  -1.804
H  0.170  2.168  -0.745
H  1.385  1.551  0.506


Entry 2:
DFT (wB97M-V/def2-TZVPD) results for 9 unconnected molecules or ions with the total composition C40H80F18N10P3.

Computed properties:
* spin multiplicity: 2
* HOMO level (alpha / beta): -7.8 / -11.7 eV
* charge: +2
* HOMO-LUMO gap (alpha / beta): 3.62 / 7.54 eV

Atoms and positions in Å:
C  -4.153  -2.214  -0.410
C  -4.320  -3.516  -1.254
N  -3.065  -4.145  -1.544
C  -2.822  -5.523  -1.663
C  -1.564  -5.619  -2.262
N  -1.000  -4.338  -2.553
C  -1.987  -3.461  -2.092
C  0.204  -3.984  -3.317
H  -5.165  -1.864  -0.204
H  -3.639  -1.321  -0.766
H  -3.673  -2.455  0.538
H  -4.743  -3.154  -2.191
H  -5.105  -4.145  -0.834
H  -3.679  -6.178  -1.617
H  -1.002  -6.433  -2.697
H  -1.910  -2.415  -2.353
H  1.104  -4.083  -2.711
H  0.158  -2.907  -3.480
H  0.209  -4.407  -4.322
C  6.685  3.153  -4.815
C  5.365  3.828  -4.219
N  4.251  2.958  -4.273
C  4.100  1.900  -3.446
C  2.737  1.737  -3.372
N  2.113  2.378  -4.404
C  3.062  3.209  -4.931
C  0.691  2.508  -4.717
H  6.814  2.135  -4.445
H  7.534  3.767  -4.513
H  6.662  2.898  -5.874
H  5.050  4.760  -4.687
H  5.438  4.009  -3.147
H  4.990  1.529  -2.958
H  2.169  1.059  -2.752
H  2.976  4.021  -5.638
H  0.066  2.156  -3.896
H  0.376  1.862  -5.536
H  0.420  3.490  -5.103
C  1.007  -6.297  1.836
C  0.853  -5.009  1.108
N  2.094  -4.779  0.351
C  3.091  -3.785  0.597
C  4.101  -3.959  -0.322
N  3.739  -4.928  -1.289
C  2.493  -5.362  -0.905
C  4.378  -5.199  -2.537
H  0.141  -6.551  2.447
H  1.826  -6.137  2.537
H  1.076  -7.137  1.146
H  0.631  -4.122  1.701
H  0.010  -5.084  0.421
H  2.826  -3.084  1.376
H  5.034  -3.429  -0.453
H  1.958  -5.955  -1.633
H  4.819  -4.306  -2.978
H  3.641  -5.516  -3.274
H  5.119  -5.994  -2.451
C  4.984  0.366  -0.163
C  5.622  0.355  1.324
N  4.710  0.041  2.369
C  3.386  0.560  2.498
C  2.978  0.161  3.836
N  3.908  -0.642  4.471
C  4.999  -0.673  3.589
C  3.818  -1.179  5.779
H  4.060  0.942  -0.140
H  4.744  -0.622  -0.557
H  5.632  0.952  -0.814
H  6.062  1.315  1.592
H  6.472  -0.327  1.315
H  3.085  1.267  1.739
H  2.022  0.345  4.304
H  5.980  -1.091  3.760
H  2.836  -1.618  5.957
H  3.995  -0.470  6.589
H  4.582  -1.953  5.854
C  -1.131  2.387  4.052
C  -1.790  1.187  4.643
C  -1.611  -0.087  3.776
N  -2.342  -1.400  4.291
C  -1.939  -2.603  3.444
C  -3.827  -1.142  4.066
C  -4.577  -1.438  5.390
C  -3.508  -1.148  6.463
C  -2.258  -1.774  5.793
H  -1.565  2.659  3.090
H  -0.055  2.217  4.040
H  -1.355  3.228  4.709
H  -2.834  1.398  4.878
H  -1.288  1.006  5.594
H  -0.564  -0.373  3.678
H  -1.953  0.037  2.748
H  -2.125  -2.270  2.423
H  -2.634  -3.409  3.678
H  -0.963  -2.959  3.775
H  -4.232  -1.590  3.159
H  -3.961  -0.070  3.916
H  -5.120  -2.383  5.419
H  -5.262  -0.591  5.415
H  -3.815  -1.575  7.418
H  -3.498  -0.068  6.611
H  -2.418  -2.833  5.994
H  -1.283  -1.523  6.213
C  -6.350  4.217  -2.269
C  -5.332  4.335  -1.101
C  -3.955  3.881  -1.751
N  -2.819  3.407  -0.862
C  -3.180  2.078  -0.251
C  -1.552  3.446  -1.769
C  -1.088  4.902  -1.720
C  -1.793  5.562  -0.586
C  -2.470  4.433  0.229
H  -7.274  4.680  -1.922
H  -6.639  3.176  -2.410
H  -6.097  4.625  -3.248
H  -5.736  3.706  -0.307
H  -5.334  5.359  -0.727
H  -3.671  4.657  -2.462
H  -4.103  2.997  -2.370
H  -2.198  1.793  0.125
H  -3.306  1.288  -0.992
H  -3.899  2.053  0.567
H  -0.812  2.808  -1.285
H  -1.861  3.092  -2.753
H  -0.025  4.938  -1.483
H  -1.269  5.320  -2.710
H  -1.210  6.221  0.057
H  -2.674  6.111  -0.919
H  -1.607  4.039  0.765
H  -3.301  4.600  0.914
P  -2.442  -0.135  -4.936
F  -1.188  -0.158  -3.877
F  -1.613  0.920  -5.887
F  -1.851  -1.407  -5.665
F  -3.625  -0.123  -6.080
F  -3.259  -1.313  -4.089
F  -2.938  1.001  -3.859
P  0.123  -0.683  0.077
F  1.732  -0.515  -0.309
F  0.693  -1.297  1.474
F  0.076  0.837  0.674
F  -1.471  -0.980  0.388
F  -0.397  0.073  -1.307
F  0.108  -2.110  -0.693
P  2.152  4.414  1.165
F  3.272  3.315  0.952
F  3.415  5.367  1.443
F  2.284  4.808  -0.430
F  1.067  5.558  1.386
F  0.948  3.360  0.882
F  2.312  4.173  2.741


Entry 3:
DFT (wB97M-V/def2-TZVPD) results for C7H13OP in the gas phase.

Computed properties:
* SMILES: C=CP(=O)(C=C)C(C)C
* spin multiplicity: 1
* HOMO level: -8.6 eV
* HOMO-LUMO gap: 8.96 eV

Atoms and positions in Å:
C  -1.243  2.250  -0.804
C  -0.921  1.033  -1.142
P  -0.716  -0.166  0.166
O  -1.898  -0.036  1.691
C  -0.949  -1.751  -0.606
C  -1.715  -2.770  -0.117
C  1.095  -0.105  0.714
C  1.271  1.246  1.387
C  2.014  -0.481  -0.435
H  -1.307  3.227  -1.354
H  -1.648  2.271  0.119
H  -0.728  0.678  -2.130
H  -0.683  -1.723  -1.716
H  -2.085  -3.560  -0.766
H  -2.302  -2.512  0.785
H  1.127  -0.864  1.518
H  0.369  1.556  1.826
H  1.869  1.137  2.329
H  1.656  1.961  0.690
H  1.904  0.401  -1.139
H  1.944  -1.440  -0.964
H  2.947  -0.350  -0.051


Entry 4:
DFT (wB97M-V/def2-TZVPD) results for 6 unconnected molecules or ions with the total composition C11H22Cl12O2.

Computed properties:
* SMILES: ClC(Cl)(Cl)Cl.ClCCCl.ClCCCl.ClCCCl.ClCCCl.OCCO
* spin multiplicity: 1
* HOMO level: -10.5 eV
* HOMO-LUMO gap: 10.07 eV

Atoms and positions in Å:
Cl  -0.661  -1.597  -2.225
C  -1.008  -2.888  -0.915
Cl  0.465  -3.723  -0.471
Cl  -1.834  -2.126  0.501
Cl  -2.081  -4.110  -1.628
Cl  -0.418  -2.488  8.965
C  -0.688  -1.535  7.535
C  -1.741  -2.257  6.676
Cl  -3.351  -2.120  7.402
H  0.230  -1.370  6.971
H  -0.966  -0.576  7.972
H  -1.536  -3.297  6.422
H  -1.823  -1.753  5.713
Cl  -0.892  3.187  4.806
C  -2.177  4.169  4.007
C  -3.019  3.175  3.147
Cl  -4.069  4.069  1.946
H  -1.789  4.969  3.376
H  -2.921  4.339  4.785
H  -3.536  2.412  3.729
H  -2.414  2.599  2.446
Cl  -5.096  -6.671  -6.473
C  -5.466  -5.045  -5.906
C  -4.417  -4.049  -6.410
Cl  -4.354  -3.788  -8.156
H  -5.604  -5.081  -4.826
H  -6.445  -4.962  -6.377
H  -3.484  -4.424  -5.990
H  -4.791  -3.156  -5.910
Cl  5.879  -0.678  -4.842
C  5.758  0.099  -3.275
C  5.788  -1.063  -2.223
Cl  6.732  -0.580  -0.809
H  4.813  0.641  -3.290
H  6.545  0.846  -3.170
H  6.306  -1.889  -2.710
H  4.808  -1.440  -1.930
O  1.907  2.992  -0.621
C  2.365  4.336  -0.308
C  3.800  4.491  -0.767
O  3.754  4.898  -2.099
H  1.704  2.994  -1.560
H  1.680  4.964  -0.877
H  2.255  4.329  0.777
H  4.372  3.569  -0.665
H  4.260  5.307  -0.209
H  3.161  4.282  -2.535


Entry 5:
DFT (wB97M-V/def2-TZVPD) results for C21H25N3O7S2 in the gas phase.

Computed properties:
* SMILES: CCN(CC)S(=O)(=O)c1ccc(/C=C/C(=O)OCC(=O)Nc2ccc(S(N)(=O)=O)cc2)cc1
* spin multiplicity: 1
* HOMO level: -9.0 eV
* HOMO-LUMO gap: 8.51 eV

Atoms and positions in Å:
C  0.733  -1.832  -6.785
C  1.671  -1.326  -5.693
N  1.469  -1.976  -4.412
C  1.926  -3.343  -4.252
C  3.230  -3.394  -3.461
S  0.026  -1.654  -3.632
O  -0.938  -2.693  -3.842
O  -0.339  -0.302  -3.979
C  0.554  -1.634  -1.931
C  1.541  -0.728  -1.589
C  1.845  -0.533  -0.258
C  1.125  -1.207  0.733
C  1.300  -0.776  2.107
C  0.321  -0.749  3.018
C  0.508  -0.014  4.274
O  1.557  0.367  4.730
O  -0.689  0.280  4.820
C  -0.679  1.185  5.907
C  0.000  2.531  5.651
O  0.432  3.175  6.578
N  0.135  2.993  4.374
C  -0.357  2.543  3.144
C  -1.673  2.108  2.992
C  -2.118  1.692  1.750
C  -1.268  1.724  0.661
S  -1.915  1.126  -0.897
N  -0.797  1.675  -2.006
O  -3.187  1.760  -1.110
O  -1.863  -0.307  -0.859
C  0.028  2.178  0.791
C  0.482  2.595  2.030
C  0.182  -2.165  0.361
C  -0.101  -2.383  -0.974
H  0.898  -1.277  -7.705
H  0.895  -2.890  -6.983
H  -0.296  -1.694  -6.464
H  1.486  -0.264  -5.522
H  2.717  -1.464  -5.978
H  1.143  -3.893  -3.724
H  2.065  -3.813  -5.230
H  3.561  -4.425  -3.360
H  4.004  -2.828  -3.974
H  3.090  -2.970  -2.471
H  2.037  -0.176  -2.372
H  2.601  0.183  0.029
H  2.251  -0.330  2.371
H  -0.674  -1.112  2.820
H  -0.153  0.748  6.764
H  -1.726  1.344  6.179
H  0.800  3.757  4.320
H  -2.341  2.103  3.837
H  -3.132  1.358  1.604
H  -0.619  0.968  -2.721
H  -1.141  2.517  -2.441
H  0.663  2.207  -0.079
H  1.494  2.955  2.148
H  -0.344  -2.720  1.122
H  -0.857  -3.083  -1.288


no.,DFT total energy (a.u.)
1,-265.5117
2,-4941.2337
3,-690.9569
4,-6105.0194
5,-2302.5555